Record 1
Computed, not measured: a 5-piece molecular cluster, C28H49N2O8PS5 overall in a non-equilibrium geometry, with ωB97M-V/def2-TZVPD.

Calculated values
Orbital gap   7.598 eV
HOMO level   -0.2694 Eh

Element x y z (Å)
1 C -3.1912 2.4759 -5.8726
2 C -1.6310 2.3643 -5.3130
3 N -1.5118 3.1260 -4.0106
4 C -1.3301 2.0664 -2.9119
5 C -2.7144 1.3331 -2.3741
6 C -2.5200 0.2296 -1.1577
7 C -1.0018 -0.1062 -0.5429
8 C 0.3852 0.6104 -1.0703
9 C 1.8729 0.3224 -0.4450
10 C 2.2852 -1.2596 -0.3258
11 C 2.7367 -1.4920 1.2678
12 O 3.4529 -2.7576 1.4895
13 C 2.7108 -3.3879 2.6268
14 C 2.9092 -2.9996 4.2072
15 O 1.8428 -4.3653 2.2674
16 C 0.1890 1.7272 -2.2997
17 P 1.6331 2.7154 -3.0945
18 C 2.3471 3.8824 -1.7131
19 O 2.8762 1.5987 -3.6586
20 S -1.0031 -1.4010 0.8625
21 C -2.3148 -2.6483 0.2496
22 C -2.1779 -4.2758 0.3928
23 O -0.9901 -4.9045 1.0241
24 C -3.4370 -5.1794 -0.2293
25 C -4.7533 -4.5083 -0.9825
26 C -4.8240 -2.8716 -1.1178
27 C -3.6330 -1.9347 -0.4924
28 N -3.7732 -0.4303 -0.6121
29 H -3.2937 3.5229 -6.4213
30 H -3.9245 2.3930 -4.9527
31 H -3.4326 1.5798 -6.5903
32 H -0.9032 2.8694 -6.0778
33 H -1.4056 1.2391 -5.0820
34 H -2.4527 3.5578 -3.7690
35 H -3.7961 1.5598 -2.7645
36 H 2.0009 0.8346 0.6154
37 H 2.6732 0.8257 -1.1704
38 H 1.4295 -2.0196 -0.5699
39 H 3.2301 -1.5706 -0.9614
40 H 3.4618 -0.6033 1.5964
41 H 1.7662 -1.3629 1.9441
42 H 2.2120 -3.7477 4.8223
43 H 2.5369 -1.9193 4.4999
44 H 3.9919 -3.1605 4.6219
45 H 3.3138 3.4254 -1.2327
46 H 1.4945 4.1310 -0.9332
47 H 2.5624 4.9106 -2.2799
48 H 2.5736 0.6415 -3.4873
49 H -0.5235 -5.3550 0.2342
50 H -3.4335 -6.3614 -0.1712
51 H -5.6444 -5.1209 -1.4484
52 H -5.7104 -2.3285 -1.6602
53 H -3.9388 -0.0949 0.3726
54 C -1.6138 2.2431 3.4638
55 S 0.1400 2.6226 3.2324
56 O 0.7214 1.5517 2.3579
57 C 0.6333 2.2613 4.9355
58 H -2.1249 2.3649 2.5058
59 H -1.7313 1.2127 3.8081
60 H -2.0440 2.9338 4.1929
61 H 0.3764 1.2300 5.1880
62 H 0.1291 2.9515 5.6159
63 H 1.7143 2.3962 5.0198
64 C 2.1962 -6.2066 8.4287
65 S 2.2617 -4.4022 8.3140
66 O 1.8166 -4.0218 6.9332
67 C 4.0666 -4.2801 8.3565
68 H 1.1504 -6.5198 8.3825
69 H 2.7451 -6.6545 7.5968
70 H 2.6276 -6.5282 9.3796
71 H 4.4990 -4.8474 7.5292
72 H 4.4363 -4.6650 9.3098
73 H 4.3457 -3.2282 8.2592
74 C 7.1115 5.0937 -0.1730
75 S 5.8824 6.1998 -0.9074
76 O 4.5537 5.8660 -0.2971
77 C 5.9260 5.4554 -2.5561
78 H 7.2232 5.3510 0.8831
79 H 6.7800 4.0561 -0.2596
80 H 8.0704 5.2250 -0.6799
81 H 5.6681 4.3957 -2.4945
82 H 6.9239 5.5749 -2.9844
83 H 5.1978 5.9691 -3.1883
84 C -8.1812 0.4820 -5.4575
85 S -6.7496 -0.0951 -4.5136
86 O -6.0910 1.1103 -3.9114
87 C -5.7681 -0.5898 -5.9511
88 H -8.9217 0.8775 -4.7582
89 H -7.8792 1.2718 -6.1497
90 H -8.6164 -0.3545 -6.0093
91 H -5.6160 0.2664 -6.6122
92 H -6.2828 -1.3911 -6.4864
93 H -4.7991 -0.9537 -5.6012

=====

Record 2
Computed, not measured: C28H49N2OP3RuSe as an isolated structure in a non-equilibrium geometry, with ωB97M-V/def2-TZVPD.

Calculated values
Multiplicity   6
Charge   +3
<S²>   8.815
Orbital gap (alpha / beta)   6.717 / 4.547 eV
HOMO level (alpha / beta)   -0.5207 / -0.5812 Eh

Element x y z (Å)
1 Ru 0.2455 0.4908 -0.8895
2 P 0.6376 2.1017 0.5238
3 P -2.0425 0.7442 -0.8634
4 P 2.4759 0.1285 -1.0683
5 H -1.2144 -3.2218 -6.4052
6 C -0.5349 -3.9435 -5.9299
7 C -0.2582 -3.8950 -4.5990
8 H -0.7691 -3.2154 -3.9084
9 C 0.7966 3.8089 -0.1628
10 C -0.6540 2.3921 1.7993
11 C 2.0838 2.1166 1.6812
12 C -2.7110 -0.2809 -2.2054
13 C -2.9056 0.1277 0.6399
14 C -2.7277 2.4404 -1.0723
15 C 2.8479 -0.9324 -2.4846
16 C 3.3278 -0.7691 0.2678
17 C 3.4665 1.6274 -1.4014
18 H -0.2091 -4.7886 -6.5872
19 H 0.3878 -4.6752 -4.1792
20 H 0.9494 4.5323 0.6518
21 H -0.1137 4.0740 -0.7124
22 H 1.6418 3.8641 -0.8580
23 H -0.3533 3.2454 2.4288
24 H -0.7490 1.5019 2.4351
25 H -1.6242 2.6032 1.3360
26 H 1.9854 2.9776 2.3636
27 H 3.0411 2.2051 1.1579
28 H 2.0933 1.1958 2.2797
29 H -3.8043 -0.2106 -2.2740
30 H -2.4286 -1.3217 -2.0043
31 H -2.2646 0.0174 -3.1597
32 H -3.8152 0.7081 0.8704
33 H -2.2315 0.1719 1.5047
34 H -3.1692 -0.9278 0.4943
35 H -3.8113 2.4609 -0.8892
36 H -2.5210 2.7735 -2.0970
37 H -2.2563 3.1480 -0.3816
38 H 3.9331 -1.0935 -2.5035
39 H 2.5053 -0.4782 -3.4204
40 H 2.3487 -1.8984 -2.3545
41 H 4.2080 -1.2717 -0.1588
42 H 2.6352 -1.5153 0.6826
43 H 3.6439 -0.0848 1.0668
44 H 4.4998 1.3114 -1.5823
45 H 3.4546 2.3413 -0.5733
46 H 3.0660 2.1212 -2.2927
47 C 0.3356 1.4846 -4.6975
48 C 0.0508 0.1211 -4.9081
49 C 0.5051 -0.5141 -6.0667
50 C 1.1374 0.2236 -7.0701
51 C 1.2389 1.6197 -6.9393
52 C 0.8056 2.2658 -5.7768
53 Se 0.1484 2.3408 -3.0060
54 H 0.9871 1.0527 -2.4103
55 H -0.4947 -0.4373 -4.1452
56 H 0.3624 -1.5910 -6.1852
57 H 1.5215 -0.3115 -7.9385
58 H 1.6549 2.2319 -7.7408
59 H 0.8388 3.3601 -5.6858
60 C -0.4580 -1.5902 6.3367
61 N 0.2576 -1.3242 5.1066
62 N -0.3541 -1.2599 3.9021
63 C 0.6088 -1.1836 2.8861
64 O 0.2724 -1.1320 1.6789
65 C 1.8580 -1.1415 3.6061
66 C 1.5942 -1.2674 4.9479
67 C 2.4849 -1.3430 6.1327
68 C -1.7740 -1.2458 3.7822
69 C -2.5686 -0.2502 4.4030
70 C -3.9654 -0.3166 4.3209
71 C -4.5875 -1.3700 3.6255
72 C -3.8037 -2.3119 2.9596
73 C -2.4078 -2.2497 3.0340
74 H 0.0340 -2.4192 6.8729
75 H -1.4891 -1.8762 6.1265
76 H -0.4771 -0.6924 6.9706
77 H 2.8101 -1.0382 3.1237
78 H 2.2121 -0.5915 6.8893
79 H 2.4573 -2.3396 6.6077
80 H 3.5259 -1.1327 5.8582
81 H -2.0942 0.5680 4.9631
82 H -4.5829 0.4564 4.8012
83 H -5.6802 -1.4280 3.5906
84 H -4.2787 -3.0923 2.3617
85 H -1.7921 -2.9821 2.5172

=====

Record 3
Computed, not measured: C28H49N2OP3SZr as an isolated structure in a non-equilibrium geometry, with ωB97M-V/def2-TZVPD.

Calculated values
Charge   +4
Orbital gap (alpha / beta)   4.567 / 4.545 eV
HOMO level (alpha / beta)   -0.6717 / -0.6712 Eh

Element x y z (Å)
1 Zr -0.0251 0.2755 -0.5515
2 P 2.1416 1.4442 0.5276
3 P -2.0342 1.9887 -0.4565
4 P 0.7319 1.7411 -2.6305
5 H -0.5174 -3.1052 1.0885
6 C -0.3031 -2.6969 0.0470
7 C 1.0605 -2.4639 -0.2992
8 H 1.8864 -2.5494 0.4881
9 C 2.8550 0.7603 2.0739
10 C 2.1483 3.2117 1.0009
11 C 3.6853 1.2306 -0.4200
12 C -3.5102 1.4509 -1.4153
13 C -2.8970 2.2576 1.1365
14 C -1.9046 3.7551 -0.9480
15 C 2.0382 0.8632 -3.5200
16 C 1.4289 3.4331 -2.5219
17 C -0.5704 2.0120 -3.8892
18 H -1.1930 -2.6463 -0.6883
19 H 1.4987 -2.5162 -1.3356
20 H 2.9754 -0.3355 1.9879
21 H 2.2709 1.0383 2.9680
22 H 3.8597 1.2232 2.1304
23 H 1.4822 3.3759 1.8639
24 H 1.8486 3.8658 0.1696
25 H 3.1847 3.4391 1.2981
26 H 3.7730 0.1681 -0.7001
27 H 4.4835 1.4965 0.2894
28 H 3.7381 1.8906 -1.2932
29 H -4.3543 2.1233 -1.2029
30 H -3.7789 0.4316 -1.1077
31 H -3.2988 1.4558 -2.4900
32 H -3.8843 2.7253 0.9471
33 H -2.3097 2.9190 1.7974
34 H -3.0843 1.3005 1.6480
35 H -2.8085 4.2878 -0.6307
36 H -1.8003 3.8702 -2.0282
37 H -1.0492 4.2127 -0.4419
38 H 2.2173 1.3712 -4.4722
39 H 1.7659 -0.1723 -3.7495
40 H 2.9686 0.8492 -2.9454
41 H 1.5733 3.8079 -3.5409
42 H 2.3942 3.4195 -2.0114
43 H 0.7375 4.0996 -1.9976
44 H -0.0977 1.9425 -4.8964
45 H -1.0371 3.0168 -3.7820
46 H -1.3700 1.2301 -3.8480
47 C -0.7004 -2.1707 -5.1537
48 C -1.7078 -2.0787 -6.1331
49 C -1.7651 -2.9206 -7.2430
50 C -0.7900 -3.9019 -7.4044
51 C 0.2487 -4.0296 -6.4627
52 C 0.2884 -3.1773 -5.3440
53 S -0.7484 -1.0992 -3.6418
54 H 0.5207 -0.7400 -2.4199
55 H -2.4446 -1.2893 -6.0142
56 H -2.5566 -2.7982 -7.9689
57 H -0.8108 -4.5669 -8.2570
58 H 1.0235 -4.7905 -6.6141
59 H 1.0937 -3.2391 -4.6025
60 C -0.6368 -1.0256 6.0954
61 N -0.8159 -0.1740 4.9350
62 N -0.6952 -0.6600 3.6677
63 C -0.5227 0.3695 2.7882
64 O -0.4134 0.1484 1.4970
65 C -0.5451 1.5540 3.5838
66 C -0.7648 1.1683 4.9004
67 C -0.9315 1.8898 6.1828
68 C -0.3070 -2.0296 3.5228
69 C -1.2081 -2.9900 3.9918
70 C -0.7998 -4.3211 4.0889
71 C 0.5142 -4.6609 3.7337
72 C 1.3994 -3.6994 3.2260
73 C 1.0060 -2.3554 3.1772
74 H 0.3744 -1.4773 6.1014
75 H -1.4169 -1.7953 6.1284
76 H -0.7482 -0.3464 6.9447
77 H -0.3962 2.5415 3.1364
78 H -1.8293 1.5078 6.7059
79 H -0.0443 1.6900 6.8089
80 H -1.0330 2.9677 5.9907
81 H -2.2000 -2.6888 4.3302
82 H -1.4676 -5.0554 4.5468
83 H 0.7857 -5.7201 3.6988
84 H 2.4316 -3.9753 2.9599
85 H 1.6940 -1.5589 2.8683

=====

Record 4
Computed, not measured: C28H49N2OP3ScSe as an isolated structure in a non-equilibrium geometry, with ωB97M-V/def2-TZVPD.

Calculated values
Charge   +3
Orbital gap   7.609 eV
HOMO level   -0.6027 Eh

Element x y z (Å)
1 Sc -0.0448 -0.3203 -0.7284
2 P -2.0846 -1.8945 -0.7407
3 P 2.4662 -0.0241 0.2223
4 P 1.3854 -1.5734 -2.6178
5 H -2.5538 2.8908 -2.6263
6 C -1.9695 1.9637 -2.5400
7 C -2.7297 0.9249 -1.7462
8 H -3.8242 1.1456 -1.8134
9 C -3.5890 -1.9202 0.2585
10 C -0.8124 -2.6894 0.3272
11 C -2.4466 -3.0814 -2.0867
12 C 3.5544 1.3086 -0.4220
13 C 2.4112 0.4567 1.9828
14 C 3.6472 -1.4207 0.3530
15 C 0.5559 -1.9698 -4.1989
16 C 1.9556 -3.2517 -2.1312
17 C 2.9527 -0.8381 -3.2288
18 H -1.6378 1.6696 -3.5300
19 H -2.6151 -0.0977 -2.2442
20 H -4.2007 -1.0359 0.0467
21 H -3.3257 -1.9316 1.3209
22 H -4.1518 -2.8223 -0.0072
23 H -1.0508 -2.5931 1.4022
24 H 0.2311 -2.3093 0.1552
25 H -0.8203 -3.7528 0.0574
26 H -2.7553 -2.4695 -2.9530
27 H -3.2885 -3.7329 -1.7895
28 H -1.5598 -3.6757 -2.3600
29 H 4.2660 1.6141 0.3606
30 H 2.9436 2.1764 -0.7056
31 H 4.1048 0.9702 -1.3105
32 H 3.4247 0.6799 2.3500
33 H 1.9780 -0.3562 2.5823
34 H 1.7820 1.3471 2.1010
35 H 4.3816 -1.1988 1.1380
36 H 4.1735 -1.5960 -0.5911
37 H 3.0939 -2.3269 0.6292
38 H 1.1182 -2.7765 -4.6828
39 H 0.5473 -1.1024 -4.8670
40 H -0.4762 -2.2931 -4.0102
41 H 2.3014 -3.7399 -3.0525
42 H 1.1239 -3.8254 -1.7004
43 H 2.7725 -3.2157 -1.4003
44 H 3.1643 -1.2776 -4.2129
45 H 3.7907 -1.0466 -2.5534
46 H 2.8512 0.2489 -3.3454
47 C 0.8035 2.4547 -3.0549
48 C 0.6434 1.5728 -4.1436
49 C 1.4789 1.6907 -5.2663
50 C 2.4137 2.7309 -5.3343
51 C 2.6394 3.5236 -4.2015
52 C 1.8583 3.3818 -3.0549
53 Se -0.3979 2.5328 -1.5163
54 H -2.4691 1.1367 -0.6671
55 H -0.1366 0.8004 -4.1430
56 H 1.4160 0.9772 -6.1002
57 H 2.9640 2.9048 -6.2618
58 H 3.4418 4.2615 -4.2261
59 H 2.0495 4.0099 -2.1804
60 C -2.6396 1.3213 5.2313
61 N -2.4483 1.3585 3.8091
62 N -1.3987 0.7446 3.2038
63 C -1.5568 0.8320 1.8715
64 O -0.7201 0.2828 1.0460
65 C -2.7574 1.5522 1.6445
66 C -3.2955 1.8267 2.8761
67 C -4.5665 2.5052 3.1979
68 C -0.3566 0.1577 3.9806
69 C -0.2499 -1.2297 4.0352
70 C 0.6845 -1.8058 4.9097
71 C 1.4994 -0.9805 5.6932
72 C 1.3663 0.4181 5.6373
73 C 0.4123 0.9830 4.7997
74 H -3.6048 1.8009 5.4425
75 H -1.8473 1.8769 5.7516
76 H -2.6692 0.2893 5.6171
77 H -3.1732 1.8344 0.6874
78 H -5.2725 1.8461 3.7197
79 H -4.4157 3.4060 3.8073
80 H -5.0410 2.8275 2.2596
81 H -0.9311 -1.8404 3.4419
82 H 0.7511 -2.8988 4.9744
83 H 2.2298 -1.4296 6.3751
84 H 1.9874 1.0492 6.2819
85 H 0.2678 2.0575 4.7651

=====

Record 5
Computed, not measured: C28H49N2OP3SeW as an isolated structure in a non-equilibrium geometry, with ωB97M-V/def2-TZVPD.

Calculated values
Multiplicity   3
Charge   +4
<S²>   2.366
Orbital gap (alpha / beta)   4.618 / 5.499 eV
HOMO level (alpha / beta)   -0.6734 / -0.6684 Eh

Element x y z (Å)
1 W -1.2550 -0.8781 -1.8065
2 P -2.4605 -0.8926 0.5814
3 P 0.2922 -2.5484 -1.5764
4 P -3.3330 -1.3438 -2.7811
5 H 0.5493 0.9754 -0.9987
6 C -0.3456 1.6527 -1.0349
7 C -1.1294 1.9255 0.0468
8 H -0.7501 1.6864 1.0373
9 C -1.7273 -0.4723 2.2270
10 C -2.8196 -2.6521 0.9293
11 C -4.0411 -0.0333 0.6617
12 C 1.5055 -2.5899 -2.9218
13 C 1.2994 -2.6687 -0.0709
14 C -0.6088 -4.1210 -1.7216
15 C -4.3451 0.1886 -2.9173
16 C -4.4744 -2.5777 -2.0947
17 C -3.2420 -1.8957 -4.5264
18 H -0.4780 2.1152 -2.0302
19 H -2.1897 2.1245 -0.0904
20 H -1.6999 0.6108 2.3925
21 H -0.7102 -0.8708 2.3413
22 H -2.3648 -0.9237 3.0042
23 H -1.8973 -3.2085 1.1461
24 H -3.3564 -3.1493 0.1165
25 H -3.4508 -2.6504 1.8295
26 H -3.9295 1.0322 0.4419
27 H -4.3994 -0.1399 1.6936
28 H -4.7917 -0.4611 -0.0085
29 H 1.9846 -3.5744 -2.8354
30 H 2.2527 -1.7936 -2.8056
31 H 1.0145 -2.4773 -3.8963
32 H 2.1814 -3.2624 -0.3456
33 H 0.7206 -3.2003 0.6941
34 H 1.6167 -1.6938 0.3325
35 H 0.1750 -4.8623 -1.9189
36 H -1.3261 -4.1162 -2.5537
37 H -1.1386 -4.3651 -0.7922
38 H -5.2121 -0.0497 -3.5513
39 H -3.7661 0.9939 -3.3869
40 H -4.6983 0.5337 -1.9375
41 H -5.2876 -2.6867 -2.8254
42 H -4.8973 -2.2727 -1.1312
43 H -3.9592 -3.5404 -1.9867
44 H -4.2797 -2.0205 -4.8676
45 H -2.7071 -2.8499 -4.6099
46 H -2.7388 -1.1585 -5.1710
47 C 0.0397 1.7508 -4.7030
48 C -0.4006 3.0163 -4.3370
49 C 0.1686 4.1601 -4.9148
50 C 1.1364 4.0229 -5.9278
51 C 1.5427 2.7466 -6.3339
52 C 1.0022 1.6111 -5.7234
53 Se -0.7338 0.0117 -3.9840
54 H -0.8078 -1.0416 -0.1437
55 H -1.1996 3.1311 -3.5940
56 H -0.1365 5.1473 -4.5802
57 H 1.5669 4.9065 -6.3873
58 H 2.2890 2.6383 -7.1259
59 H 1.3090 0.6153 -6.0342
60 C 3.5447 0.7402 6.1299
61 N 3.0153 0.1120 4.9425
62 N 2.8158 0.7929 3.7989
63 C 2.1924 -0.0384 2.8537
64 O 1.8409 0.3361 1.7240
65 C 2.0925 -1.3084 3.5358
66 C 2.5864 -1.1582 4.8071
67 C 2.7015 -2.1403 5.9066
68 C 3.1535 2.1610 3.6453
69 C 4.4437 2.5896 3.9630
70 C 4.7531 3.9373 3.9040
71 C 3.7832 4.8602 3.4904
72 C 2.5033 4.4220 3.1165
73 C 2.1856 3.0653 3.1747
74 H 3.3237 0.0875 6.9740
75 H 3.0857 1.7126 6.3235
76 H 4.6299 0.8635 6.0768
77 H 1.6709 -2.1916 3.0999
78 H 3.7486 -2.3704 6.1451
79 H 2.2037 -1.8072 6.8259
80 H 2.2211 -3.0696 5.5843
81 H 5.1955 1.8478 4.2445
82 H 5.7576 4.2614 4.1740
83 H 4.0303 5.9157 3.4338
84 H 1.7561 5.1362 2.7696
85 H 1.2080 2.6884 2.8644